# 1
This record from the Open Molecules 2025 dataset describes C62H51HfN2O2P3S3Si as an isolated structure. The level of theory is ωB97M-V/def2-TZVPD.

```
125
Properties=species:S:1:pos:R:3:mulliken_charge:R:1
Hf 0.252 0.220 -0.890 1.270
C -4.419 1.131 3.653 -0.847
C -3.880 1.786 2.533 -1.038
C -2.697 1.289 1.974 -0.232
C -2.102 0.066 2.458 0.407
C -2.756 -0.649 3.415 -0.025
C -3.854 -0.077 4.087 -0.767
P -0.491 -0.422 1.848 1.941
C 0.554 0.488 3.012 -0.670
C 1.710 -0.119 3.494 -0.259
C 2.498 0.557 4.460 -0.801
C 2.136 1.798 4.974 -0.998
C 0.990 2.366 4.448 -0.450
C 0.240 1.781 3.482 -0.193
C -0.158 -2.145 2.245 -0.561
C -0.141 -2.481 3.592 0.001
C 0.234 -3.715 4.017 -1.159
C 0.448 -4.690 3.040 -1.012
C 0.448 -4.414 1.686 -0.421
C 0.182 -3.086 1.253 0.866
Si 0.214 -2.466 -0.562 1.296
C 1.524 -3.306 -1.614 1.091
C 1.406 -4.660 -1.941 -0.759
C 2.402 -5.274 -2.683 -0.817
C 3.542 -4.594 -3.046 -1.029
C 3.674 -3.228 -2.780 -0.845
C 2.635 -2.587 -2.051 -0.127
P 2.700 -0.841 -1.614 2.383
C 3.739 -0.792 -0.154 0.358
C 4.123 0.436 0.363 -0.885
C 4.831 0.505 1.540 -0.934
C 5.257 -0.697 2.166 -0.728
C 4.912 -1.923 1.665 -0.728
C 4.090 -1.992 0.539 -0.883
C 3.712 0.081 -2.817 0.137
C 3.150 0.594 -4.006 -0.501
C 3.857 1.393 -4.852 -0.726
C 5.118 1.811 -4.518 -0.501
C 5.715 1.297 -3.403 -0.797
C 5.010 0.447 -2.559 -0.457
C -1.362 -3.310 -1.074 -0.191
C -1.614 -4.690 -0.818 -0.087
C -2.839 -5.322 -1.091 -1.292
C -3.804 -4.595 -1.728 -0.954
C -3.627 -3.253 -1.996 -0.374
C -2.426 -2.585 -1.675 0.193
P -2.368 -0.764 -1.550 2.693
C -2.734 -0.130 -3.185 0.361
C -3.204 1.166 -3.348 -1.199
C -3.587 1.707 -4.541 -0.951
C -3.569 0.951 -5.692 -0.939
C -3.128 -0.383 -5.591 -0.749
C -2.717 -0.908 -4.348 -0.691
C -3.940 -0.528 -0.630 0.371
C -3.994 -1.345 0.535 -0.239
C -5.144 -1.367 1.343 -0.846
C -6.196 -0.520 1.037 -0.968
C -6.161 0.286 -0.045 -0.757
C -5.026 0.297 -0.876 -0.805
H -5.260 1.557 4.201 0.435
H -4.341 2.651 2.145 0.657
H -2.268 1.942 1.167 0.077
H -2.380 -1.643 3.926 0.063
H -4.299 -0.588 4.902 0.508
H 1.951 -1.138 3.179 0.498
H 3.386 0.030 4.913 0.375
H 2.669 2.327 5.808 0.404
H 0.641 3.330 4.868 0.483
H -0.657 2.325 3.157 0.449
H -0.349 -1.638 4.324 0.415
H 0.317 -4.044 5.068 0.460
H 0.488 -5.746 3.342 0.413
H 0.739 -5.189 0.969 0.457
H 0.520 -5.192 -1.695 0.453
H 2.250 -6.342 -2.960 0.423
H 4.292 -5.151 -3.572 0.443
H 4.514 -2.702 -3.182 0.595
H 3.699 1.331 -0.054 0.859
H 5.071 1.463 1.903 0.630
H 5.875 -0.659 3.094 0.387
H 5.259 -2.883 2.035 0.489
H 3.839 -2.903 0.063 0.552
H 2.112 0.319 -4.244 0.190
H 3.393 1.776 -5.745 0.472
H 5.630 2.521 -5.210 0.377
H 6.744 1.583 -3.087 0.384
H 5.450 0.232 -1.648 0.745
H -0.935 -5.319 -0.268 0.185
H -3.045 -6.324 -0.759 0.523
H -4.759 -5.036 -2.046 0.419
H -4.425 -2.642 -2.383 0.586
H -3.194 1.883 -2.479 0.618
H -3.813 2.730 -4.644 0.546
H -3.982 1.273 -6.610 0.516
H -3.108 -1.019 -6.470 0.471
H -2.385 -1.903 -4.293 0.672
H -3.207 -2.000 0.846 0.244
H -5.006 -1.987 2.254 0.501
H -6.998 -0.574 1.699 0.529
H -6.995 0.964 -0.265 0.430
H -4.977 0.867 -1.785 0.635
O 0.125 -0.800 -3.189 -0.847
H -0.533 -0.519 -3.890 0.254
H 0.647 -1.617 -3.453 0.332
O 1.248 1.443 0.307 0.494
H 1.429 1.284 1.232 -0.489
H 0.919 3.077 0.007 -0.235
S 1.015 7.645 -1.312 -0.203
C 0.712 6.077 -1.321 0.162
S -0.107 5.193 -2.616 -0.004
C 0.055 3.704 -1.794 0.426
N 0.644 3.855 -0.646 0.962
N 1.000 5.145 -0.330 -0.089
C 0.885 5.580 1.052 -0.389
C -0.354 6.047 1.494 0.071
C -0.565 6.368 2.781 -0.831
C 0.498 6.255 3.645 -0.400
C 1.788 5.974 3.175 -0.742
C 1.951 5.548 1.861 -0.004
S -0.410 2.253 -2.580 -0.425
H -1.126 6.128 0.730 0.445
H -1.571 6.591 3.112 0.441
H 0.373 6.518 4.712 0.410
H 2.605 5.901 3.868 0.457
H 2.953 5.274 1.507 0.457
```

Molecular weight   1251.801 g mol⁻¹
Net charge   +2
F_max   3.6 eV/Å
E_tot   -141742.475 eV
Kohn-Sham gap   7.6 eV
Relative energy (zero: lowest compared OMol25 entry of this formula, charge and spin)   0.0 kJ/mol

# 2
This record from the Open Molecules 2025 dataset describes a 2-piece molecular cluster, CH8N2S overall. The level of theory is ωB97M-V/def2-TZVPD.

```
12
Properties=species:S:1:pos:R:3:mulliken_charge:R:1
S 0.610 3.497 -4.318 -0.253
H 1.153 3.045 -3.231 0.128
H 1.241 2.649 -5.015 0.124
N 0.987 -0.666 2.051 -0.668
C -0.701 -0.861 1.861 -0.299
N -1.313 -1.647 0.748 -0.499
H 1.313 -1.029 1.106 0.244
H 1.047 0.418 1.786 0.228
H -0.811 0.147 1.744 0.374
H -1.017 -1.525 2.786 0.190
H -0.972 -2.640 0.748 0.214
H -1.537 -1.389 -0.265 0.217
```

Molecular weight   80.156 g mol⁻¹
F_max   4.9 eV/Å
E_tot   -14979.845 eV
SMILES string   NCN.S
Kohn-Sham gap   9.7 eV
Relative energy (zero: lowest compared OMol25 entry of this formula, charge and spin)   211.1 kJ/mol

# 3
This record from the Open Molecules 2025 dataset describes C22H24InN7O4S as an isolated structure. The level of theory is ωB97M-V/def2-TZVPD.

```
59
Properties=species:S:1:pos:R:3:mulliken_charge:R:1
In 0.073 -0.263 0.160 2.300
N -0.511 2.521 7.501 -0.449
C -0.305 1.738 6.431 1.052
C -0.431 2.253 5.123 -0.806
C -0.229 1.444 4.030 -0.441
C 0.097 0.106 4.224 0.028
C 0.217 -0.431 5.498 -0.506
C 0.023 0.375 6.592 -0.775
S 0.374 -0.906 2.831 1.298
O 0.743 -2.249 3.097 -0.596
O 1.289 -0.176 1.900 -0.735
N -1.033 -0.884 1.887 -0.422
C -1.453 -2.080 1.434 0.282
N -1.271 -2.261 0.106 -0.346
C -1.715 -3.387 -0.451 -0.078
C -2.304 -4.371 0.318 -0.887
C -2.394 -4.119 1.687 -0.132
N -1.988 -2.990 2.229 -0.580
H -0.728 3.495 7.401 0.198
H -0.403 2.144 8.427 0.203
H -0.700 3.289 4.988 0.327
H -0.320 1.822 3.018 0.332
H 0.455 -1.477 5.598 0.505
H 0.107 -0.037 7.585 0.330
H -1.596 -3.484 -1.525 0.478
H -2.658 -5.290 -0.114 0.407
H -2.813 -4.843 2.372 0.451
N -2.478 2.900 -1.071 -0.024
C -2.088 1.881 -0.303 -0.578
N -0.802 1.619 -0.455 -0.105
C -0.311 2.523 -1.373 0.422
C 0.974 2.721 -1.861 -0.539
C 1.143 3.731 -2.784 -0.863
C 0.068 4.509 -3.230 -0.510
C -1.210 4.334 -2.739 -0.938
C -1.384 3.339 -1.784 0.734
H -3.402 3.308 -1.110 0.253
H -2.726 1.326 0.364 0.605
H 1.792 2.111 -1.503 0.553
H 2.129 3.936 -3.169 0.464
H 0.249 5.272 -3.971 0.434
H -2.033 4.943 -3.075 0.440
O 3.509 -1.247 -2.125 -0.678
C 2.313 -1.210 -1.917 0.517
O 1.710 -0.487 -1.071 -0.588
C 1.436 -2.094 -2.880 -0.442
N 2.417 -2.689 -3.824 -0.007
C 2.129 -2.173 -5.189 -0.640
C 1.428 -0.850 -4.913 -0.675
C 0.526 -1.209 -3.734 -0.386
H 0.900 -2.843 -2.291 0.397
H 2.481 -3.707 -3.793 0.345
H 3.331 -2.275 -3.429 0.460
H 1.460 -2.866 -5.702 0.338
H 3.046 -2.068 -5.768 0.385
H 0.874 -0.487 -5.774 0.436
H 2.155 -0.092 -4.620 0.285
H -0.348 -1.765 -4.076 0.412
H 0.188 -0.333 -3.178 0.053
```

Molecular weight   597.364 g mol⁻¹
Net charge   +2
F_max   2.3 eV/Å
E_tot   -57821.246 eV
Kohn-Sham gap   7.4 eV
Relative energy (zero: lowest compared OMol25 entry of this formula, charge and spin)   42.5 kJ/mol

# 4
This record from the Open Molecules 2025 dataset describes an isolated ion of composition C5H12NO and charge +1. The level of theory is ωB97M-V/def2-TZVPD.

```
19
Properties=species:S:1:pos:R:3:mulliken_charge:R:1
C 0.112 1.966 0.012 -0.171
C -1.063 -0.975 0.613 -1.146
C 1.231 -0.500 1.390 -1.442
C -0.235 0.373 -2.007 -0.840
C 0.369 -0.579 0.214 0.447
N 0.321 0.604 -0.660 0.541
O 1.381 1.513 -0.563 -0.399
H -0.384 2.811 -0.575 0.310
H 0.026 1.833 1.127 0.263
H -1.082 -1.751 1.338 0.437
H -1.776 -0.212 1.037 0.290
H -1.660 -1.411 -0.283 0.337
H 1.501 -1.527 1.724 0.386
H 0.664 0.048 2.265 0.337
H 2.076 0.138 1.242 0.433
H -1.331 0.502 -2.046 0.292
H 0.366 1.069 -2.577 0.466
H 0.158 -0.636 -2.115 0.331
H 0.638 -1.347 -0.588 0.127
```

Molecular weight   102.157 g mol⁻¹
Net charge   +1
F_max   4.4 eV/Å
E_tot   -8906.768 eV
SMILES string   CC(C)[N@@+]1(C)CO1
Kohn-Sham gap   13.1 eV
Relative energy (zero: lowest compared OMol25 entry of this formula, charge and spin)   372.5 kJ/mol

# 5
This record from the Open Molecules 2025 dataset describes an isolated ion of composition C8H10N2O4P and charge -1. The level of theory is ωB97M-V/def2-TZVPD.

```
25
Properties=species:S:1:pos:R:3:mulliken_charge:R:1
C 2.134 2.742 0.469 -0.393
C 3.082 1.936 -0.148 -0.443
C 0.845 2.262 0.585 -0.700
C 2.678 0.699 -0.617 -0.404
C 0.536 0.999 0.088 0.517
C -2.674 -1.735 -0.035 0.303
C -0.384 -2.020 0.957 -1.870
C -1.222 -1.289 -0.082 1.148
N 1.443 0.236 -0.508 -0.336
N -0.789 -1.468 -1.462 -0.768
O -3.502 -0.991 -0.751 -0.520
O -1.969 1.248 -0.872 -0.858
O -3.055 -2.723 0.551 -0.654
O -1.692 0.834 1.646 -0.821
P -1.259 0.556 0.254 1.099
H 2.405 3.720 0.847 0.382
H 4.107 2.261 -0.264 0.357
H 0.049 2.823 1.052 0.355
H 3.380 0.035 -1.111 0.380
H 0.673 -1.810 0.795 0.425
H -0.561 -3.095 0.903 0.459
H -0.669 -1.666 1.945 0.335
H -0.599 -2.451 -1.641 0.279
H -3.030 -0.157 -1.009 0.418
H 0.073 -0.946 -1.593 0.310
```

Molecular weight   229.152 g mol⁻¹
Net charge   -1
F_max   0.8 eV/Å
E_tot   -28921.713 eV
SMILES string   C[C@@](N)(C(=O)O)[P@@](=O)([O-])c1ccccn1
Kohn-Sham gap   8.7 eV
Relative energy (zero: lowest compared OMol25 entry of this formula, charge and spin)   0.0 kJ/mol

# 6
This record from the Open Molecules 2025 dataset describes a 3-piece molecular cluster, C36H35NO5P overall. The level of theory is ωB97M-V/def2-TZVPD.

```
78
Properties=species:S:1:pos:R:3:mulliken_charge:R:1
C -4.952 -4.031 3.088 -1.794
C -4.340 -4.327 1.719 1.069
C -4.736 -5.733 1.274 -1.688
C -4.687 -3.287 0.618 0.628
C -5.924 -2.443 0.926 -1.887
C -3.495 -2.353 0.251 -0.762
O -2.464 -2.373 1.195 -0.240
N -2.017 -0.958 1.433 -0.540
P -0.911 -0.922 2.659 0.318
C -1.626 -1.806 4.151 -0.898
C 0.385 -2.210 2.267 -1.178
H -4.458 -4.629 3.858 0.405
H -6.019 -4.277 3.119 0.420
H -4.840 -2.984 3.371 0.354
H -3.258 -4.299 1.851 0.028
H -5.812 -5.788 1.067 0.345
H -4.207 -6.023 0.363 0.424
H -4.509 -6.474 2.045 0.418
H -4.926 -3.867 -0.282 0.380
H -6.209 -1.870 0.040 0.500
H -5.728 -1.723 1.724 0.363
H -6.784 -3.052 1.219 0.394
H -3.851 -1.322 0.166 0.375
H -3.105 -2.642 -0.742 0.077
H -1.992 -1.067 4.868 0.325
H -0.893 -2.440 4.656 0.342
H -2.464 -2.430 3.834 -0.085
H 1.080 -1.797 1.531 0.216
H -0.066 -3.117 1.856 0.293
H 0.962 -2.470 3.160 0.472
C 6.124 -3.556 -3.833 -0.476
C 6.267 -2.528 -4.760 -0.458
C 5.306 -1.536 -4.850 -0.559
C 4.194 -1.568 -4.015 0.195
C 4.047 -2.600 -3.092 0.201
C 5.018 -3.592 -3.002 -0.570
C 2.854 -2.675 -2.189 0.515
O 2.744 -3.581 -1.393 -0.651
C 1.826 -1.607 -2.324 0.011
C 0.695 -1.655 -1.516 -0.664
C -0.275 -0.669 -1.615 0.029
C -0.117 0.366 -2.533 -0.755
C 1.007 0.420 -3.340 -0.699
C 1.985 -0.563 -3.241 0.225
C 3.174 -0.480 -4.128 0.638
O 3.326 0.428 -4.920 -0.687
H 6.879 -4.329 -3.761 0.386
H 7.132 -2.502 -5.410 0.389
H 5.395 -0.723 -5.558 0.467
H 4.880 -4.380 -2.273 0.477
H 0.588 -2.462 -0.804 0.640
H -1.135 -0.715 -0.952 0.442
H -0.872 1.138 -2.611 0.430
H 1.148 1.217 -4.059 0.468
C 3.834 8.019 1.611 -0.478
C 3.304 8.555 0.442 -0.452
C 2.268 7.909 -0.210 -0.586
C 1.759 6.720 0.301 0.197
C 2.294 6.180 1.468 0.141
C 3.331 6.836 2.123 -0.504
C 1.779 4.892 2.038 0.536
O 2.247 4.450 3.065 -0.660
C 0.693 4.200 1.296 0.474
C 0.223 2.980 1.768 -0.880
C -0.795 2.319 1.098 0.073
C -1.345 2.882 -0.046 -0.806
C -0.876 4.090 -0.535 -0.840
C 0.145 4.757 0.133 0.312
C 0.633 6.045 -0.418 0.694
O 0.151 6.549 -1.413 -0.688
H 4.643 8.527 2.122 0.388
H 3.701 9.479 0.041 0.385
H 1.835 8.305 -1.119 0.465
H 3.725 6.395 3.028 0.475
H 0.661 2.541 2.655 0.518
H -1.133 1.349 1.440 0.078
H -2.139 2.354 -0.559 0.631
H -1.282 4.536 -1.434 0.454
```

Molecular weight   592.652 g mol⁻¹
Net charge   -1
F_max   0.3 eV/Å
E_tot   -58916.788 eV
Kohn-Sham gap   4.5 eV
Relative energy (zero: lowest compared OMol25 entry of this formula, charge and spin)   0.0 kJ/mol

# 7
This record from the Open Molecules 2025 dataset describes an isolated ion of composition C5H15N2 and charge +1. The level of theory is ωB97M-V/def2-TZVPD.

```
22
Properties=species:S:1:pos:R:3:mulliken_charge:R:1
C -0.976 -0.250 0.223 -0.948
N -1.080 1.134 -0.165 -0.290
C -2.020 1.943 0.592 -1.090
C 0.480 -0.687 0.427 0.355
N 1.198 -0.452 -0.868 -0.169
C 1.114 -1.594 -1.824 -0.904
C 1.205 0.012 1.587 -1.160
H -1.416 -0.959 -0.497 0.367
H -1.570 -0.419 1.120 0.504
H -1.149 1.319 -1.153 0.251
H -3.060 1.614 0.580 0.357
H -1.639 2.130 1.566 0.342
H -2.024 2.939 0.176 0.382
H 0.504 -1.749 0.648 0.294
H 2.184 -0.243 -0.702 0.378
H 0.832 0.382 -1.292 0.331
H 0.078 -1.871 -1.965 0.328
H 1.524 -1.365 -2.805 0.355
H 1.650 -2.397 -1.391 0.398
H 0.651 0.810 2.058 0.251
H 1.343 -0.731 2.359 0.319
H 2.173 0.435 1.326 0.350
```

Molecular weight   103.189 g mol⁻¹
Net charge   +1
F_max   1.2 eV/Å
E_tot   -8401.682 eV
SMILES string   CNC[C@H](C)[NH2+]C
Kohn-Sham gap   9.9 eV
Relative energy (zero: lowest compared OMol25 entry of this formula, charge and spin)   95.9 kJ/mol

# 8
This record from the Open Molecules 2025 dataset describes a single C6H2Br2F4 molecule. The level of theory is ωB97M-V/def2-TZVPD.

```
14
Properties=species:S:1:pos:R:3:mulliken_charge:R:1
C 0.536 -1.400 -0.106 -0.453
C -0.524 -1.515 0.945 0.535
C -0.999 -0.465 1.455 0.047
C 1.089 -0.273 -0.637 0.029
C -0.467 1.688 -0.311 -0.748
C 0.934 1.163 -0.180 1.020
F -0.857 -2.728 1.267 -0.301
F -1.796 -0.141 2.441 -0.216
F 1.692 1.940 -0.980 -0.297
F 1.444 1.232 1.024 -0.249
Br 2.110 -0.578 -2.248 -0.134
Br -1.547 1.190 -1.696 0.005
H 0.570 -2.422 -0.603 0.291
H -1.097 2.228 0.412 0.470
```

Molecular weight   309.882 g mol⁻¹
F_max   4.8 eV/Å
E_tot   -157203.006 eV
Kohn-Sham gap (spin up / spin down)   8.3 / 8.0 eV

Question: Which formula does entry 2 have?
Answer: CH8N2S

Question: The highest F_max belongs to which entry?
Answer: CH8N2S